{
  "formula": "C19H52B2NO30",
  "method": "the ωB97M-V functional and the def2-TZVPD basis",
  "symbols": ["C", "C", "C", "C", "N", "C", "C", "C", "C", "C", "C", "C", "H", "H", "H", "H", "H", "H", "H", "H", "H", "H", "H", "H", "H", "H", "H", "H", "H", "H", "H", "H", "H", "H", "H", "H", "O", "C", "O", "B", "O", "C", "O", "O", "C", "O", "C", "O", "O", "O", "C", "O", "B", "O", "C", "O", "O", "C", "O", "C", "O", "O", "O", "H", "H", "O", "H", "H", "O", "H", "H", "O", "H", "H", "O", "H", "H", "O", "H", "H", "O", "H", "H", "O", "H", "H", "O", "H", "H", "O", "H", "H", "O", "H", "H", "O", "H", "H", "O", "H", "H", "O", "H", "H"],
  "positions_angstrom": [[26.066000, 40.214000, 20.494000], [27.571000, 39.611000, 20.492000], [28.526000, 40.437000, 19.482000], [29.916000, 39.851000, 19.346000], [30.859000, 40.607000, 18.290000], [30.793000, 42.243000, 18.290000], [29.889000, 42.667000, 17.195000], [30.351000, 41.575000, 16.093000], [30.364000, 40.307000, 16.885000], [32.261000, 40.183000, 18.458000], [32.426000, 38.583000, 18.542000], [33.936000, 38.253000, 18.594000], [25.629000, 39.637000, 21.108000], [25.571000, 40.070000, 19.509000], [26.087000, 41.358000, 20.739000], [27.643000, 38.592000, 20.235000], [28.013000, 39.523000, 21.449000], [28.501000, 41.370000, 19.847000], [28.120000, 40.427000, 18.517000], [29.791000, 38.858000, 18.889000], [30.311000, 39.859000, 20.359000], [31.738000, 42.736000, 18.192000], [30.504000, 42.564000, 19.145000], [30.059000, 43.431000, 16.726000], [28.721000, 42.578000, 17.572000], [31.265000, 41.999000, 15.701000], [29.540000, 41.371000, 15.322000], [30.905000, 39.372000, 16.299000], [29.307000, 39.973000, 16.989000], [32.787000, 40.756000, 19.349000], [32.883000, 40.453000, 17.605000], [31.732000, 37.928000, 17.834000], [32.186000, 38.275000, 19.405000], [34.683000, 38.961000, 19.175000], [34.152000, 38.016000, 17.540000], [33.996000, 37.258000, 19.026000], [33.702000, 41.838000, 15.660000], [33.914000, 40.941000, 14.913000], [32.983000, 40.025000, 14.605000], [33.653000, 38.765000, 14.174000], [35.059000, 39.030000, 14.603000], [35.164000, 40.298000, 14.835000], [36.182000, 40.811000, 15.245000], [33.506000, 38.535000, 12.726000], [32.889000, 37.398000, 12.738000], [32.276000, 37.068000, 11.648000], [32.726000, 36.876000, 13.961000], [33.050000, 37.678000, 14.916000], [32.027000, 35.873000, 14.225000], [33.076000, 40.881000, 10.998000], [31.940000, 40.459000, 10.967000], [31.242000, 40.517000, 12.021000], [30.071000, 39.675000, 11.826000], [30.370000, 38.945000, 10.495000], [31.379000, 39.599000, 10.067000], [31.694000, 39.481000, 8.856000], [28.826000, 40.471000, 11.720000], [28.153000, 40.126000, 12.725000], [27.231000, 40.766000, 13.151000], [28.785000, 39.000000, 13.321000], [29.878000, 38.716000, 12.898000], [28.584000, 38.559000, 14.498000], [38.859000, 40.482000, 13.486000], [38.469000, 39.621000, 13.864000], [38.359000, 41.062000, 13.039000], [30.724000, 34.491000, 16.518000], [30.644000, 33.476000, 16.226000], [30.769000, 35.116000, 15.833000], [37.599000, 37.871000, 13.859000], [36.753000, 37.424000, 13.393000], [37.227000, 37.941000, 14.693000], [37.329000, 42.635000, 16.742000], [37.215000, 42.026000, 15.954000], [36.471000, 43.151000, 16.964000], [35.915000, 36.769000, 11.987000], [36.698000, 36.694000, 11.548000], [35.329000, 37.521000, 11.603000], [34.215000, 34.606000, 11.575000], [34.817000, 35.303000, 11.911000], [34.516000, 33.812000, 11.737000], [30.771000, 34.240000, 11.634000], [30.344000, 34.296000, 10.770000], [31.620000, 34.841000, 11.592000], [36.742000, 40.542000, 18.566000], [37.651000, 40.178000, 18.429000], [36.850000, 41.140000, 17.902000], [34.996000, 38.997000, 10.458000], [35.126000, 38.910000, 9.510000], [34.090000, 39.324000, 10.691000], [28.692000, 35.218000, 13.175000], [29.242000, 35.147000, 14.044000], [29.372000, 35.036000, 12.493000], [33.272000, 32.949000, 14.427000], [32.787000, 33.689000, 13.988000], [33.810000, 33.483000, 14.985000], [34.965000, 43.722000, 17.153000], [34.374000, 43.125000, 16.715000], [34.774000, 44.522000, 17.191000], [31.560000, 36.417000, 8.836000], [31.073000, 35.683000, 8.885000], [31.753000, 36.616000, 9.780000], [36.715000, 38.053000, 16.651000], [37.204000, 37.468000, 17.137000], [36.749000, 39.010000, 17.060000]],
  "forces_ev_per_a": [[5.29, 4.31, -4.77], [-0.18, 2.18, -2.36], [-0.52, -3.73, 0.64], [-0.16, 0.80, -0.74], [-0.56, 1.64, 0.16], [1.21, -2.28, -3.89], [-4.48, -10.52, 3.59], [-2.94, 0.50, 0.39], [0.29, -3.01, -1.52], [1.87, -1.51, 1.15], [1.08, 2.87, -4.83], [0.38, -0.26, -1.14], [-3.83, -3.50, 4.97], [0.58, 0.23, 0.47], [-0.19, -2.30, -0.17], [-0.72, -1.42, -1.02], [0.34, 0.93, 1.44], [0.30, 3.69, 1.16], [-1.22, 0.09, -1.28], [0.52, 0.20, 0.51], [0.99, -0.25, -0.34], [1.26, -0.78, -0.52], [-2.28, 1.40, 6.09], [1.78, 9.06, -4.05], [2.92, 0.22, -1.35], [0.32, -0.64, -0.32], [1.26, 0.76, 0.50], [-0.97, 2.47, 1.93], [0.78, 0.19, -0.16], [-1.38, -1.44, -1.40], [-0.54, 0.49, -0.33], [1.95, 1.67, 0.79], [-2.81, -1.82, 6.71], [-1.79, -1.15, -1.59], [1.16, 0.75, 0.37], [0.20, -0.07, 0.45], [-0.72, 2.48, 0.32], [-4.31, -2.10, 0.89], [-0.04, 0.97, -0.71], [1.19, 2.88, 1.25], [-0.98, -0.87, -1.25], [5.42, -0.89, 0.70], [-0.24, -0.25, -0.74], [0.93, 0.23, 2.15], [-2.86, 1.41, -12.98], [2.50, 0.00, 4.56], [-5.31, -7.13, 7.22], [1.48, 1.13, -0.22], [1.96, 1.43, -1.24], [0.22, 0.62, -1.23], [5.39, 2.54, 3.40], [-2.93, 0.37, 2.61], [0.66, -0.99, -2.55], [-1.76, 0.67, 3.23], [-1.13, -3.60, -10.41], [0.46, 0.87, 2.96], [2.87, 0.29, -2.69], [-3.92, 2.32, 0.70], [-0.76, -0.24, 0.61], [-3.35, -3.31, 11.16], [5.92, -0.41, -5.05], [-1.87, 1.28, -2.29], [3.66, -4.53, 3.56], [-0.15, 2.12, -1.60], [-3.53, 2.37, -2.17], [-0.58, -4.63, 1.86], [0.40, 4.06, 0.26], [0.33, 0.60, -2.09], [-1.54, -1.86, -3.67], [2.76, 1.47, 0.69], [-0.82, 0.52, 3.29], [-0.59, -0.04, -0.06], [-0.33, 1.50, 1.33], [1.64, -1.37, -1.08], [-4.99, 1.27, 1.99], [3.19, 0.05, -2.25], [1.75, -1.04, -0.05], [-2.73, 6.80, -1.23], [-0.01, -0.66, -0.36], [2.61, -6.30, 1.56], [2.18, 1.41, -0.23], [0.35, 0.05, 0.03], [-2.26, -1.46, 0.00], [1.27, -3.87, 2.37], [-0.78, -0.11, 1.03], [-0.31, 4.15, -3.39], [-0.16, -0.40, 0.87], [-0.62, 0.18, 0.03], [1.14, 0.02, -0.95], [1.49, -0.18, 2.14], [-1.56, 0.28, -2.43], [-0.12, -0.02, 0.52], [-1.10, 0.65, -1.11], [0.07, -0.95, 0.02], [0.96, 0.33, 1.06], [3.54, -10.49, 0.79], [-0.72, -0.21, -0.84], [-3.17, 11.04, 0.16], [3.06, 4.28, 0.77], [-3.02, -4.54, 0.01], [0.00, 0.18, -0.90], [-2.00, 4.70, -1.27], [2.04, -1.95, 2.23], [-0.07, -2.88, -0.84]],
  "mulliken_charge": [-1.34, -0.99, -1.07, -0.68, 1.00, -1.33, -0.95, 0.05, -0.06, -0.59, -0.69, -1.08, 0.60, 0.28, 0.26, 0.55, 0.52, 0.52, 0.45, 0.48, 0.54, 0.47, 0.80, 0.89, 0.11, 0.03, 0.09, -0.55, 0.36, 0.59, -0.11, 0.18, 0.90, 0.05, 0.13, 0.51, -0.73, -0.16, 0.72, 0.59, 0.03, 0.28, -0.85, 0.45, 0.12, 0.17, 0.40, -1.25, -0.23, -0.75, 0.69, -0.35, 1.37, -0.52, 0.39, -0.68, -0.73, 0.23, -0.67, 0.59, 0.18, -0.71, -0.65, 0.39, 0.25, -0.70, 0.35, 0.29, -0.80, 0.54, 0.35, -0.81, 0.58, 0.45, -0.78, 0.24, 0.41, -0.53, 0.32, 0.24, -0.75, 0.26, 0.28, -0.58, 0.32, 0.32, -0.75, 0.26, 0.11, -0.69, 0.31, 0.44, -0.68, 0.32, 0.33, -0.63, 0.55, 0.18, -0.63, 0.29, 0.22, -0.60, 0.24, 0.18],
  "gap_ev": 8.62,
  "e_homo_ev": -7.491,
  "total_energy_ev": -84816.931,
  "lumo_energy_ha": 0.0415,
  "de_lowest_kcal_mol": 75.9,
  "total_charge": -1
}